# 1
99
Properties=species:S:1:pos:R:3 method="wB97M-V/def2-TZVPD" homo_energy_ev=-7.14 charge=0 e_lumo_ev=-0.9 de_lowest_kcal_mol=0.00 multiplicity=1 orbital_gap_ev=6.25 energy_ev=-89058.2939
H -0.211 -4.330 1.331
F 3.836 2.822 5.522
H -1.987 -2.452 -2.581
H 1.786 -5.226 2.233
H -1.664 0.603 -3.496
H 1.260 1.349 -4.288
H 2.042 0.091 -2.738
H -6.282 4.987 2.404
C -5.833 4.499 1.541
F 4.639 1.296 -4.093
H -5.726 5.237 0.745
H -1.837 4.757 -0.880
H 2.247 0.604 -5.540
C -0.959 -0.088 -3.039
H -1.766 -1.316 -0.447
H -0.164 4.756 -0.277
H -2.026 -1.615 -5.079
C -1.242 -2.131 -4.522
F 3.015 2.538 -2.939
N 0.883 -3.352 2.891
H -0.713 -2.680 -5.301
C -4.473 3.928 1.964
F 1.639 2.436 5.062
C -0.801 2.803 -0.774
C -0.723 -2.219 1.244
H 1.111 -3.219 0.824
H -3.859 4.715 2.402
N 2.307 0.557 0.379
H -2.381 2.390 3.303
H 3.807 -3.716 2.480
F 4.396 1.196 -1.836
C -1.457 3.918 1.169
C 0.142 -0.180 -5.215
H -1.262 1.064 0.295
N -0.336 -1.041 -4.010
H -2.631 1.501 -0.710
H 1.128 -2.533 -3.936
F 3.135 2.742 3.382
C -1.029 -2.097 -0.241
O 2.435 1.782 0.590
H -1.006 -4.160 3.635
C -1.749 -3.092 -3.437
H -3.045 1.105 2.255
C 2.792 -2.669 4.144
H -1.340 -3.034 -0.702
C 1.004 -1.544 -3.484
F 3.057 0.712 5.888
H 3.806 -4.577 3.973
O 3.302 -0.180 0.492
H -1.306 -0.706 -2.215
O 1.158 0.190 -0.043
H 3.608 -1.969 4.313
H 0.196 2.507 -0.436
H 2.380 -2.956 5.114
H -6.497 3.710 1.188
C -3.803 3.233 0.787
C 1.721 -2.113 3.216
N -2.423 2.727 1.081
C 0.277 -3.374 1.509
C 3.197 -3.909 3.362
H -1.866 4.764 1.715
C 1.840 -4.533 3.068
F 4.769 3.566 -4.035
H -1.613 -2.447 1.835
F 4.458 1.024 4.133
P 4.697 2.399 -2.923
H -3.007 -4.486 -4.646
C -1.833 1.911 -0.091
H 3.036 -0.845 -3.798
H -0.728 -2.425 4.007
H 1.541 -5.038 3.986
H -4.679 3.228 2.777
H -3.767 -3.039 -3.977
H 0.266 -0.824 -6.085
C 1.487 0.406 -4.789
H -0.862 2.723 -1.860
H -0.158 -1.683 -0.760
F 6.290 2.354 -2.776
C 2.021 -0.474 -3.673
H -1.312 1.458 2.252
H -4.352 2.317 0.557
H 0.165 -3.597 4.845
H -3.387 -4.422 -2.925
C -3.047 -3.835 -3.775
H -0.563 3.595 1.703
H -3.778 3.860 -0.101
H -0.182 0.557 -2.621
C -1.104 4.202 -0.297
H 2.270 -1.663 2.384
P 3.041 1.710 4.629
F 2.306 0.668 3.652
H -0.593 0.603 -5.378
H -0.282 -1.297 1.627
C -2.303 1.900 2.337
H 1.125 -1.336 3.687
F 4.654 3.396 -1.618
H -1.008 -3.740 -2.965
H 0.953 -1.835 -2.430
C -0.266 -3.398 3.863

***

# 2
91
Properties=species:S:1:pos:R:3 method="wB97M-V/def2-TZVPD" homo_energy_ev=-8.72 charge=0 e_lumo_ev=0.7 smiles="[H]/N=C/CPCCOC(C)=O.COCCOCCOC.COCCOCCOC.COCCOCCOC" de_lowest_kcal_mol=0.00 multiplicity=1 orbital_gap_ev=9.38 energy_ev=-59058.6693
H 0.595 3.803 4.336
H -6.197 -1.787 -1.961
O -6.231 -5.095 -2.397
H -5.065 -5.490 1.004
C 1.810 0.082 3.240
H 4.304 3.559 4.439
H -6.126 -3.726 1.762
C 0.774 1.678 4.683
H -9.282 -2.927 -5.025
H 1.067 -0.707 3.115
H 8.077 3.862 -3.411
N -4.413 -4.784 1.336
H -5.259 -6.803 -2.894
C 1.551 -3.771 1.931
O 0.432 -1.918 0.960
H -1.614 -1.866 2.424
O -5.191 -2.462 -3.543
H 1.305 -4.741 2.344
H -1.856 -0.171 1.935
H 3.127 4.609 -1.571
H 3.154 5.569 3.685
H -5.795 -3.775 -6.595
C -6.070 -3.870 -1.705
H -4.985 -4.375 -4.339
H 1.832 -3.073 2.713
H 0.652 3.301 6.018
O 1.846 4.566 2.418
C 3.080 4.638 3.113
H -8.784 -2.964 -6.728
H 0.092 5.539 2.136
O 4.828 4.296 -0.414
P -3.539 -1.565 0.947
H -0.314 1.544 4.752
C 1.132 5.780 2.354
H 1.243 1.018 5.422
H 4.218 5.987 -1.354
C -6.105 -3.164 -5.737
C -5.277 -6.084 -2.075
O 5.627 1.914 -2.143
C 3.774 5.125 -0.855
H -8.173 -1.689 -5.635
O -7.390 -3.591 -5.324
O -0.521 -3.958 0.719
H 3.256 2.520 3.488
H 3.501 2.717 -0.664
H -6.125 -2.117 -6.058
H -1.156 -1.856 -0.379
H -4.920 -1.936 2.894
C 7.725 3.120 -2.683
H 2.433 0.113 2.346
O 2.459 3.422 5.185
H 6.047 2.760 -3.897
H 3.169 5.477 -0.012
H 4.379 2.778 0.876
C -5.036 -3.769 1.777
C -1.832 -1.201 1.593
H 2.451 -0.144 4.099
H 8.195 2.161 -2.925
H -3.234 -2.584 0.023
C 9.190 2.860 -0.824
C -5.063 -3.333 -4.652
C 3.291 3.462 4.040
H -3.483 -2.965 2.957
H 1.517 6.428 1.558
H -5.090 -3.819 -1.221
C -8.452 -2.745 -5.707
H -7.215 -2.667 -3.091
C -6.235 -2.667 -2.609
C 1.084 3.118 5.031
C 0.369 -3.257 1.152
C 4.470 2.941 -0.207
H 3.892 4.635 2.372
C 5.511 1.978 -0.733
C -4.278 -2.592 2.313
H -6.839 -3.812 -0.922
H -5.549 -6.613 -1.154
H 10.142 3.249 -1.201
C -0.776 -1.320 0.486
C 6.226 2.990 -2.844
H 9.154 3.008 0.255
O 1.186 1.343 3.371
H 5.724 3.936 -2.634
H 1.168 6.319 3.306
H 6.480 2.146 -0.258
H 5.182 0.977 -0.441
H 9.135 1.785 -1.025
H -4.105 -3.061 -5.101
H -4.274 -5.660 -1.964
O 8.097 3.550 -1.386
H -0.489 -0.328 0.148
H 2.386 -3.859 1.239

***

# 3
96
Properties=species:S:1:pos:R:3 method="wB97M-V/def2-TZVPD" homo_energy_ev=-8.99 charge=0 e_lumo_ev=0.2 smiles="CN(C)C=O.CN(C)C=O.CN(C)C=O.CN(C)C=O.CN(C)C=O.CN(C)C=O.CN(C)C=O.CN(C)C=O" de_lowest_kcal_mol=227.84 multiplicity=1 orbital_gap_ev=9.17 energy_ev=-54092.0515
C 9.632 -0.291 3.143
N 4.714 -6.370 -1.939
N -3.465 -4.233 4.446
H -3.941 -5.734 5.879
C -10.048 0.549 -2.322
H -4.173 -3.598 2.709
H -0.628 6.712 8.035
H 10.886 -1.689 1.330
H -9.530 6.078 3.992
C 8.473 0.210 -8.628
H 4.532 -7.897 -0.552
H -3.631 6.559 5.858
H -8.217 7.311 2.112
H 3.169 -7.667 -2.162
H 7.532 0.547 -8.193
O -1.041 1.014 -1.207
H -1.009 4.370 6.021
O -9.225 -2.783 -1.608
H -2.815 -2.305 4.843
H -0.343 5.900 5.983
H -5.226 -5.063 4.889
C 9.088 1.037 -6.386
H 10.907 -0.172 0.432
H -9.414 1.295 -2.801
C -8.888 5.279 3.622
H 1.634 0.315 -3.553
H 7.227 -0.313 1.592
H 10.749 -0.817 -7.475
H 7.978 1.230 1.794
H 6.366 -4.977 -2.044
C -7.795 6.395 1.671
H -8.209 5.273 4.475
C -3.219 6.583 6.879
H -1.874 6.737 9.131
H 8.418 -0.877 -8.677
H -6.721 3.849 1.454
H -2.455 -3.355 2.822
C -1.283 0.699 -2.346
C -7.371 4.034 2.310
H 3.978 -7.112 -3.651
N -8.005 5.314 2.467
H -0.546 -1.467 -4.660
H 9.767 -1.425 -0.020
O 7.953 0.914 -5.922
H -3.108 -5.026 2.518
O 10.683 -0.742 3.640
H 8.483 0.481 -9.684
C 5.315 -5.048 -2.324
C 3.600 -6.807 -2.675
O -3.773 7.493 7.545
O -7.234 6.409 0.569
H -8.014 3.182 2.532
H -2.213 1.037 -2.829
H 1.201 -1.235 -2.965
H 4.872 -4.306 -1.660
H -1.794 5.367 4.978
C 10.257 -0.952 0.831
N -2.106 5.896 7.100
C 8.103 0.267 1.299
C -3.052 -3.267 5.322
H 9.981 1.179 -5.758
H 8.844 0.161 3.765
C 10.803 0.204 -7.853
C -3.247 -4.074 3.030
C -9.351 -1.235 -3.959
N -9.812 -0.833 -2.627
H -6.703 3.840 3.150
O -3.043 -3.484 6.538
H -9.904 -0.904 -4.838
C 5.064 -6.963 -0.793
C -9.722 -1.632 -1.538
H 8.112 0.498 0.234
H -9.311 -2.324 -3.990
C -0.714 -0.401 -4.502
N 9.409 -0.255 1.802
H -10.028 0.863 -1.278
C 0.963 -0.178 -2.849
N 9.493 0.669 -7.633
H -1.156 5.196 8.910
H 2.794 -6.079 -2.591
N -0.433 0.034 -3.151
H 11.374 0.902 -7.242
C -4.194 -5.412 4.868
H -4.184 -6.235 4.153
H 5.382 -4.827 -3.390
C -1.460 6.087 8.361
H -10.032 -1.188 -0.579
C -1.318 5.413 5.958
O 5.791 -6.484 -0.002
H -11.051 0.810 -2.661
H -9.557 4.422 3.545
H 1.246 0.158 -1.851
H -0.084 0.207 -5.151
H -8.372 -0.834 -4.221
H -1.721 -0.220 -4.877
H 10.997 0.115 -8.922